No. 1
{
  "formula": "C25H68BO21",
  "method": "ωB97M-V with the def2-TZVPD basis set",
  "max_force_ev_per_a": 4.7,
  "lumo_ev": 1.905,
  "charge": -1,
  "total_energy_ev": -70704.4614,
  "e_homo_ev": -7.8,
  "elements": ["O", "C", "O", "B", "O", "C", "O", "O", "C", "O", "C", "O", "O", "C", "O", "H", "H", "H", "H", "C", "C", "O", "H", "H", "H", "H", "H", "H", "C", "C", "O", "H", "H", "H", "H", "H", "H", "C", "C", "O", "H", "H", "H", "H", "H", "H", "C", "C", "O", "H", "H", "H", "H", "H", "H", "C", "C", "O", "H", "H", "H", "H", "H", "H", "C", "C", "O", "H", "H", "H", "H", "H", "H", "C", "C", "O", "H", "H", "H", "H", "H", "H", "C", "C", "O", "H", "H", "H", "H", "H", "H", "C", "C", "O", "H", "H", "H", "H", "H", "H", "C", "C", "O", "H", "H", "H", "H", "H", "H", "O", "H", "H", "O", "H", "H"],
  "coordinates": [[0.825, 1.159, -4.122], [1.104, 0.951, -2.950], [0.317, 0.857, -1.912], [1.123, 0.575, -0.708], [2.518, 0.435, -1.223], [2.544, 0.768, -2.497], [3.565, 0.754, -3.200], [0.721, -0.658, -0.032], [0.516, -0.409, 1.274], [0.165, -1.208, 2.120], [0.660, 1.103, 1.537], [1.024, 1.627, 0.364], [0.445, 1.729, 2.609], [2.393, 6.138, 3.249], [2.174, 7.565, 2.970], [2.302, 5.578, 2.319], [3.463, 6.056, 3.443], [1.833, 5.681, 4.065], [2.799, 8.037, 3.526], [-4.778, 1.721, -1.336], [-4.004, 2.860, -1.918], [-4.836, 3.950, -2.281], [-3.950, 1.092, -1.008], [-5.328, 1.145, -2.080], [-5.354, 2.073, -0.481], [-3.451, 2.587, -2.817], [-3.258, 3.319, -1.270], [-4.360, 4.590, -2.814], [-2.056, 4.868, 8.293], [-2.609, 6.261, 7.978], [-3.106, 6.856, 9.127], [-2.774, 4.244, 8.825], [-1.103, 4.821, 8.820], [-1.895, 4.398, 7.323], [-3.448, 6.249, 7.283], [-1.906, 6.915, 7.462], [-2.363, 7.075, 9.695], [0.443, 0.210, 8.911], [1.193, 0.304, 10.272], [0.603, -0.555, 11.268], [0.710, 1.053, 8.274], [-0.635, 0.307, 9.046], [0.768, -0.699, 8.405], [1.244, 1.303, 10.705], [2.225, -0.044, 10.214], [0.635, -1.491, 11.055], [0.259, -1.645, -9.646], [1.276, -2.523, -9.071], [1.257, -3.841, -9.619], [0.485, -1.395, -10.683], [0.176, -0.759, -9.017], [-0.680, -2.197, -9.672], [0.968, -2.591, -8.027], [2.313, -2.187, -9.093], [2.070, -4.285, -9.367], [-2.492, -2.786, -3.963], [-3.286, -2.194, -5.139], [-3.317, -3.117, -6.233], [-1.458, -2.911, -4.285], [-2.732, -3.789, -3.611], [-2.611, -2.140, -3.093], [-2.801, -1.309, -5.552], [-4.305, -1.889, -4.902], [-3.869, -2.732, -6.917], [2.191, -4.933, 5.581], [0.871, -5.562, 5.277], [-0.120, -4.687, 5.684], [2.255, -4.861, 6.666], [2.150, -3.997, 5.024], [3.048, -5.436, 5.133], [0.764, -6.512, 5.800], [0.746, -5.715, 4.205], [-0.148, -3.989, 5.026], [-3.966, -4.779, 1.980], [-4.997, -4.360, 0.936], [-6.327, -4.619, 1.403], [-4.232, -4.372, 2.955], [-3.021, -4.293, 1.736], [-3.779, -5.844, 2.120], [-4.844, -4.847, -0.027], [-4.966, -3.292, 0.718], [-6.920, -4.160, 0.804], [6.307, 4.705, -6.058], [6.147, 3.637, -7.150], [4.803, 3.255, -7.431], [5.564, 5.482, -6.238], [7.293, 5.168, -6.035], [6.199, 4.164, -5.118], [6.829, 2.798, -7.014], [6.436, 4.064, -8.110], [4.559, 2.665, -6.714], [-3.900, 0.454, 5.188], [-4.679, 1.651, 4.765], [-5.991, 1.238, 4.343], [-2.848, 0.718, 5.302], [-4.067, -0.331, 4.450], [-4.290, 0.105, 6.144], [-4.248, 2.217, 3.939], [-4.659, 2.433, 5.523], [-6.490, 2.000, 4.040], [4.104, -4.197, -4.383], [4.303, -5.542, -5.054], [5.502, -5.611, -5.765], [3.105, -4.024, -3.983], [4.439, -3.414, -5.063], [4.857, -4.048, -3.609], [3.534, -5.767, -5.792], [4.284, -6.350, -4.323], [5.750, -6.538, -5.799], [8.600, -0.602, -2.705], [8.602, -1.358, -3.292], [7.714, -0.247, -2.773], [-1.549, 3.284, -7.783], [-2.211, 3.685, -7.220], [-1.056, 2.707, -7.199]]
}



No. 2
{
  "formula": "C25H68N4O10",
  "method": "ωB97M-V with the def2-TZVPD basis set",
  "max_force_ev_per_a": 5.4,
  "lumo_ev": 0.288,
  "e_above_lowest_ev": 0.977,
  "charge": 0,
  "total_energy_ev": -53452.1775,
  "smiles": "COC[C@H](C)N.COCCNCCOC.COCCNCCOC.COCCNCCOC.CO.CO.CO",
  "e_homo_ev": -8.6,
  "elements": ["C", "O", "C", "C", "C", "N", "H", "H", "H", "H", "H", "H", "H", "H", "H", "H", "H", "C", "O", "C", "C", "N", "C", "C", "O", "C", "H", "H", "H", "H", "H", "H", "H", "H", "H", "H", "H", "H", "H", "H", "H", "C", "O", "C", "C", "N", "C", "C", "O", "C", "H", "H", "H", "H", "H", "H", "H", "H", "H", "H", "H", "H", "H", "H", "H", "C", "O", "C", "C", "N", "C", "C", "O", "C", "H", "H", "H", "H", "H", "H", "H", "H", "H", "H", "H", "H", "H", "H", "H", "C", "O", "H", "H", "H", "H", "C", "O", "H", "H", "H", "H", "C", "O", "H", "H", "H", "H"],
  "coordinates": [[-1.484, -3.578, -4.174], [-1.906, -3.274, -5.523], [-3.075, -2.670, -5.742], [-3.565, -2.618, -7.239], [-2.656, -1.815, -8.287], [-4.856, -1.898, -7.332], [-1.217, -2.704, -3.580], [-0.582, -4.174, -4.308], [-2.045, -4.306, -3.587], [-3.845, -3.245, -5.228], [-3.089, -1.658, -5.337], [-3.570, -3.671, -7.521], [-3.130, -1.967, -9.257], [-1.710, -2.325, -8.472], [-2.655, -0.748, -8.068], [-4.608, -0.921, -7.390], [-5.358, -1.862, -6.456], [-0.339, 11.327, -3.180], [0.480, 10.318, -2.648], [-0.234, 9.195, -2.000], [0.899, 7.984, -1.982], [0.848, 7.264, -3.195], [1.986, 6.363, -3.206], [2.035, 5.809, -4.640], [0.752, 5.419, -5.243], [0.004, 4.500, -4.464], [0.177, 12.179, -3.624], [-0.887, 11.870, -2.410], [-1.157, 10.934, -3.784], [-1.070, 8.890, -2.629], [-0.586, 9.599, -1.050], [0.765, 7.227, -1.210], [1.855, 8.379, -1.639], [0.947, 7.765, -4.067], [1.653, 5.583, -2.520], [2.958, 6.827, -3.038], [2.647, 4.907, -4.608], [2.485, 6.573, -5.273], [0.684, 3.871, -3.889], [-0.667, 3.848, -5.023], [-0.582, 4.932, -3.653], [8.115, -2.947, 4.495], [7.571, -4.009, 3.662], [6.150, -3.930, 3.511], [5.810, -5.061, 2.456], [4.328, -5.213, 2.413], [3.966, -6.238, 1.463], [2.466, -6.605, 1.743], [2.478, -7.344, 2.890], [1.209, -7.801, 3.313], [7.554, -2.884, 5.428], [8.317, -2.029, 3.943], [9.065, -3.337, 4.858], [5.883, -2.966, 3.079], [5.536, -4.122, 4.391], [6.270, -6.016, 2.710], [6.228, -4.791, 1.486], [4.042, -5.657, 3.274], [4.540, -7.156, 1.583], [4.184, -5.778, 0.499], [2.241, -7.196, 0.855], [1.794, -5.746, 1.755], [0.686, -8.460, 2.620], [0.546, -7.015, 3.675], [1.381, -8.381, 4.220], [-11.116, -1.620, 7.911], [-9.794, -1.864, 7.423], [-9.497, -0.809, 6.402], [-8.023, -0.969, 6.059], [-7.108, -0.778, 7.186], [-5.665, -1.011, 6.930], [-4.918, 0.082, 6.099], [-5.186, -0.028, 4.738], [-4.478, 0.931, 3.933], [-11.317, -2.294, 8.744], [-11.773, -1.859, 7.075], [-11.328, -0.632, 8.318], [-9.563, 0.241, 6.687], [-10.182, -0.756, 5.556], [-7.804, -0.306, 5.223], [-7.920, -2.026, 5.810], [-7.433, -1.384, 7.926], [-5.452, -2.011, 6.551], [-5.277, -0.952, 7.947], [-3.845, -0.073, 5.986], [-5.009, 1.111, 6.447], [-3.409, 0.805, 4.102], [-4.615, 1.991, 4.147], [-4.637, 0.875, 2.856], [3.566, -1.930, -5.771], [4.579, -2.097, -4.953], [2.736, -1.282, -5.487], [3.913, -1.458, -6.690], [3.129, -2.813, -6.239], [4.212, -2.334, -4.098], [9.128, 2.615, -0.516], [9.012, 3.043, 0.815], [10.167, 2.369, -0.737], [8.436, 1.822, -0.800], [8.859, 3.388, -1.236], [9.365, 3.923, 0.966], [3.628, 0.409, 0.130], [3.384, -0.931, -0.229], [4.462, 0.688, 0.774], [3.913, 0.805, -0.845], [2.798, 1.061, 0.403], [3.391, -1.389, 0.615]]
}